[1]
# C5H8O

One molecule with the formula C5H8O (ωB97M-V with the def2-TZVPD basis set, the Open Molecules 2025 dataset).

Its lowest unoccupied orbital energy is 0.8772 eV. As for the SMILES: OC1CC=CC1. The value obtained for the HOMO energy is -9.039 eV. Its total charge is 0. The calculation puts the HOMO-LUMO gap at 9.9 eV.

Bonds (Å) are listed after each position.
Cartesian coordinates (Å):
1 O 2.15 -0.14 -0.12  C2 1.378, H7 1.106
2 C 0.84 -0.06 0.33  O1 1.378, C3 1.570, C6 1.476, H8 1.103
3 C -0.04 1.16 -0.13  C2 1.570, C4 1.451, H9 1.169, H10 1.063
4 C -1.38 0.64 0.07  C3 1.451, C5 1.398, H11 1.084
5 C -1.37 -0.75 -0.06  C4 1.398, C6 1.602, H12 1.117
6 C 0.14 -1.29 -0.07  C2 1.476, C5 1.602, H13 1.084, H14 1.117
7 H 2.37 0.95 -0.13  O1 1.106
8 H 0.76 -0.03 1.43  C2 1.103
9 H 0.28 2.16 0.38  C3 1.169
10 H 0.30 1.21 -1.14  C3 1.063
11 H -2.32 1.17 0.09  C4 1.084
12 H -2.28 -1.40 -0.12  C5 1.117
13 H 0.30 -1.45 -1.13  C6 1.084
14 H 0.25 -2.18 0.59  C6 1.117

***

[2]
# C5H8O

One molecule with the formula C5H8O (ωB97M-V with the def2-TZVPD basis set, the Open Molecules 2025 dataset).

Its lowest unoccupied orbital energy is 0.9480 eV. The value obtained for the HOMO energy is -9.910 eV. Its total charge is 0. The calculation puts the HOMO-LUMO gap at 10.9 eV.

Bonds (Å) are listed after each position.
Cartesian coordinates (Å):
1 C 1.17 0.03 -0.30  C2 1.531, C4 1.728, H8 1.106, H9 1.103
2 C 0.34 0.42 0.92  C1 1.531, C3 1.553, C4 1.851, C6 1.551, H10 1.087
3 C -0.45 -0.92 0.85  C2 1.553, C4 1.508, H11 1.094, H12 1.094
4 C -0.50 -0.34 -0.54  C1 1.728, C2 1.851, C3 1.508, O5 1.382, C6 1.532
5 O -0.99 -0.95 -1.68  C4 1.382, H7 1.029
6 C -0.75 1.05 0.03  C2 1.551, C4 1.532, H13 1.095, H14 1.097
7 H -0.15 -0.50 -2.06  O5 1.029
8 H 1.63 0.86 -0.87  C1 1.106
9 H 1.88 -0.81 -0.18  C1 1.103
10 H 0.74 0.86 1.83  C2 1.087
11 H -1.40 -0.95 1.38  C3 1.094
12 H 0.11 -1.85 0.98  C3 1.094
13 H -1.73 1.20 0.49  C6 1.095
14 H -0.47 1.92 -0.58  C6 1.097

***

[3]
# C5H8O

One molecule with the formula C5H8O (ωB97M-V with the def2-TZVPD basis set, the Open Molecules 2025 dataset).

Its lowest unoccupied orbital energy is 0.8559 eV. As for the SMILES: CC#CCCO. The value obtained for the HOMO energy is -9.474 eV. Its total charge is 0. The calculation puts the HOMO-LUMO gap at 10.3 eV.

Bonds (Å) are listed after each position.
Cartesian coordinates (Å):
1 C -1.21 0.75 -1.97  C2 1.464, H7 1.109, H8 1.090, H9 1.090
2 C -0.79 1.25 -0.66  C1 1.464, C3 1.211
3 C 0.04 1.10 0.21  C2 1.211, C4 1.477
4 C 1.11 0.12 0.51  C3 1.477, C5 1.528, H10 1.108, H11 1.092
5 C 0.75 -0.89 1.60  C4 1.528, O6 1.408, H12 1.094, H13 1.100
6 O -0.56 -1.37 1.47  C5 1.408, H14 0.969
7 H -0.49 -0.09 -2.10  C1 1.109
8 H -2.22 0.35 -2.00  C1 1.090
9 H -1.05 1.46 -2.78  C1 1.090
10 H 1.15 -0.43 -0.45  C4 1.108
11 H 2.09 0.58 0.67  C4 1.092
12 H 1.41 -1.75 1.48  C5 1.094
13 H 0.93 -0.46 2.60  C5 1.100
14 H -1.15 -0.60 1.40  O6 0.969

***

[4]
# C5H8O

A 2-piece molecular cluster, C5H8O overall (ωB97M-V with the def2-TZVPD basis set, the Open Molecules 2025 dataset).

Its lowest unoccupied orbital energy (spin up / spin down) is 0.8814 / 0.6551 eV. The value obtained for the HOMO energy (spin up / spin down) is -9.658 / -6.111 eV. Its total charge is 0. The calculation puts the HOMO-LUMO gap (spin up / spin down) at 10.5 / 6.8 eV.

Bonds (Å) are listed after each position.
Cartesian coordinates (Å):
1 C -1.68 0.59 0.00  C2 1.483, H7 1.099, H8 1.092, H9 1.098
2 C -0.36 -0.07 -0.03  C1 1.483, C3 1.378, C6 1.494
3 C 0.85 0.44 -0.44  C2 1.378, C4 1.392, H10 1.096
4 C 1.79 -0.58 -0.27  C3 1.392, O5 1.323, H12 1.083
5 O 1.27 -1.72 0.16  C4 1.323, C6 1.440
6 C -0.13 -1.49 0.40  C2 1.494, O5 1.440, H13 1.100, H14 1.098
7 H -2.39 0.14 -0.71  C1 1.099
8 H -1.57 1.65 -0.25  C1 1.092
9 H -2.14 0.51 1.00  C1 1.098
10 H 1.08 1.48 -0.70  C3 1.096
11 H 1.49 3.66 0.17  no bonds
12 H 2.85 -0.60 -0.46  C4 1.083
13 H -0.33 -1.67 1.46  C6 1.100
14 H -0.70 -2.23 -0.19  C6 1.098

***

Sequential largest force on an atom output: 6.050, 3.431, 0.704, 2.074 eV Å⁻¹
Sequential relative energy (zero: lowest compared OMol25 entry of this formula, charge and spin) output: 49.0, 75.4, 73.9, 110.9 kcal/mol
Sequential energy output: -7360.1316, -7358.9839, -7359.0490, -7357.4482 eV